Entry 1:
{"formula": "C28H48Cl12O12", "method": "ωB97M-V/def2-TZVPD", "smiles": "C[C@H]1COC(=O)O1.C[C@H]1COC(=O)O1.C[C@H]1COC(=O)O1.C[C@H]1COC(=O)O1.ClCCCl.ClCCCl.ClCCCl.ClCCCl.ClCCCl.ClCCCl", "e_above_lowest_kj_mol": 90.1, "multiplicity": 1, "e_lumo_ha": 0.0032, "species": ["C", "C", "C", "O", "C", "O", "O", "H", "H", "H", "H", "H", "H", "C", "C", "C", "O", "C", "O", "O", "H", "H", "H", "H", "H", "H", "C", "C", "C", "O", "C", "O", "O", "H", "H", "H", "H", "H", "H", "C", "C", "C", "O", "C", "O", "O", "H", "H", "H", "H", "H", "H", "Cl", "C", "C", "Cl", "H", "H", "H", "H", "Cl", "C", "C", "Cl", "H", "H", "H", "H", "Cl", "C", "C", "Cl", "H", "H", "H", "H", "Cl", "C", "C", "Cl", "H", "H", "H", "H", "Cl", "C", "C", "Cl", "H", "H", "H", "H", "Cl", "C", "C", "Cl", "H", "H", "H", "H"], "xyz": [[-3.1492, 26.8636, 18.4595], [-2.3215, 25.6099, 18.5186], [-2.3001, 24.8824, 19.8380], [-2.3867, 23.5019, 19.4611], [-2.7396, 23.3582, 18.1824], [-2.9482, 22.3063, 17.5954], [-2.9501, 24.6724, 17.7046], [-4.2238, 26.7194, 18.5719], [-2.8908, 27.3358, 17.5117], [-2.8587, 27.5684, 19.2386], [-1.3460, 25.8663, 18.1052], [-3.1956, 25.0719, 20.4298], [-1.5173, 25.1218, 20.5577], [-3.7972, 5.7624, 11.6273], [-4.7743, 6.2702, 12.6723], [-4.8232, 5.5436, 14.0206], [-4.7586, 6.5113, 14.9866], [-4.4539, 7.6834, 14.4597], [-4.0407, 8.6680, 15.1127], [-4.2819, 7.5412, 13.1243], [-4.0161, 4.7223, 11.3859], [-2.7651, 5.9198, 11.9406], [-3.9344, 6.2492, 10.6618], [-5.7788, 6.2947, 12.2498], [-4.1439, 4.6943, 14.0942], [-5.8339, 5.1490, 14.1255], [-7.4508, 15.2279, 12.8956], [-7.1134, 14.3976, 11.7347], [-8.2012, 13.5330, 11.1061], [-8.1484, 13.7782, 9.7541], [-7.4806, 14.9455, 9.5663], [-7.3909, 15.4958, 8.4641], [-6.9046, 15.4058, 10.7095], [-7.2946, 14.6532, 13.8085], [-8.4911, 15.5530, 12.8827], [-6.7880, 16.0869, 12.9999], [-6.1837, 13.8287, 11.7494], [-9.1969, 13.7407, 11.4978], [-8.0884, 12.4909, 11.4051], [0.8592, 12.7150, 11.7697], [0.7389, 12.5588, 10.3102], [0.5893, 13.7745, 9.4281], [1.5206, 13.5690, 8.3739], [2.2634, 12.5365, 8.6056], [3.0948, 12.0616, 7.8591], [1.9059, 12.0027, 9.8201], [-0.0385, 13.1327, 12.2254], [1.6284, 13.4526, 11.9987], [1.1251, 11.7666, 12.2366], [-0.0473, 11.8551, 10.0369], [0.9017, 14.6408, 10.0113], [-0.4096, 13.9550, 9.0307], [-5.3282, 22.8231, 10.5224], [-3.7840, 22.0161, 9.9978], [-3.6932, 21.8742, 8.4863], [-2.0230, 21.4010, 7.9799], [-3.5844, 21.1550, 10.6356], [-3.0091, 22.7000, 10.3440], [-3.8939, 22.8210, 7.9848], [-4.3850, 21.0918, 8.1745], [-14.1982, 18.3842, 11.8694], [-14.4121, 19.2158, 10.2730], [-13.4052, 20.3539, 10.0801], [-13.6799, 21.5790, 11.2870], [-15.4719, 19.4084, 10.1063], [-14.1275, 18.5426, 9.4644], [-13.5773, 20.7096, 9.0643], [-12.3478, 20.0898, 10.0929], [-13.7321, 4.5643, 17.4132], [-12.7983, 5.8968, 18.1340], [-11.3690, 6.0187, 17.4644], [-11.4764, 6.9108, 15.8882], [-12.6849, 5.5776, 19.1700], [-13.3144, 6.8567, 18.1202], [-10.8288, 5.0837, 17.3159], [-10.7006, 6.6736, 18.0234], [-13.6133, 12.5866, 5.3110], [-13.1517, 11.2487, 4.1847], [-14.0039, 10.0377, 4.6472], [-13.5148, 9.5600, 6.3074], [-12.0794, 11.0653, 4.2525], [-13.3862, 11.5283, 3.1576], [-13.6950, 9.1989, 4.0234], [-15.0736, 10.2420, 4.6005], [-9.4483, 21.5992, 18.9612], [-10.4692, 20.7609, 17.7869], [-11.2352, 19.5493, 18.4290], [-12.2367, 20.2601, 19.8013], [-9.8504, 20.5751, 16.9091], [-11.2383, 21.4158, 17.3774], [-10.6033, 18.7533, 18.8229], [-11.9614, 19.1366, 17.7287], [-10.9280, 18.2195, 0.5148], [-9.4907, 19.3148, 0.6781], [-9.1585, 19.7410, -0.7674], [-10.2729, 20.9371, -1.3449], [-8.6374, 18.7706, 1.0828], [-9.6805, 20.2148, 1.2630], [-9.0151, 18.9753, -1.5298], [-8.1975, 20.2443, -0.6612]], "forces_ev_per_a": [[0.3, 0.8, 0.2], [-0.4, 0.7, 0.5], [-0.8, 0.0, 0.9], [1.1, -0.8, 0.6], [-1.1, -0.2, -1.1], [0.7, 3.1, 1.4], [-0.1, -2.9, -1.7], [0.1, -0.3, -0.2], [-0.5, 0.2, 0.0], [0.2, 0.0, 0.1], [0.4, -0.4, 0.2], [-0.4, 0.2, -0.3], [0.6, -0.5, -0.6], [-0.4, -0.2, -0.3], [1.1, -0.1, 0.2], [-2.1, -2.1, -1.7], [0.2, 0.7, 1.9], [3.9, 3.2, 1.5], [-2.3, -3.1, -2.3], [-1.0, 1.2, -0.2], [0.2, -0.2, 0.3], [-0.1, -0.3, 0.1], [0.0, 0.4, 0.2], [0.0, 0.6, 0.0], [0.5, 0.4, 0.5], [0.1, -0.6, -0.1], [0.0, -0.4, 2.3], [0.3, 0.7, -1.6], [-0.8, -0.8, 2.6], [0.6, 0.6, -1.1], [0.8, 1.9, -3.4], [-0.3, -1.5, 3.3], [-0.7, -1.0, -1.8], [-0.2, -0.1, 0.2], [0.1, 0.1, -0.2], [-0.1, 0.0, -0.3], [0.1, 0.1, 0.6], [-0.2, 0.6, 0.0], [0.5, -0.2, -0.7], [0.0, 0.9, 1.1], [-1.4, -0.7, -1.1], [-0.1, 1.3, 0.8], [-1.2, 1.8, -0.9], [1.7, -2.8, -0.2], [-1.2, 1.0, 1.5], [2.5, -1.1, -1.0], [-0.2, -0.3, -0.1], [0.3, -0.1, 0.0], [-0.1, 0.1, 0.0], [-0.4, -0.2, 0.3], [0.0, 0.4, -0.2], [0.2, -0.2, -0.1], [0.4, -0.6, -0.4], [0.8, 1.3, 0.8], [-0.2, -0.5, 0.4], [-0.5, 0.0, 0.3], [-0.6, -0.4, -0.6], [0.0, 0.2, -0.3], [-0.1, -0.2, 0.2], [0.2, 0.2, -0.3], [-0.2, 0.2, -0.7], [1.4, -0.8, -0.4], [-0.9, -0.5, -0.4], [0.0, 1.0, 0.4], [0.3, 0.6, 0.4], [-0.1, -0.6, 0.3], [-0.2, 0.5, 0.1], [-0.3, -0.5, 0.4], [-0.2, 0.3, -0.3], [1.9, -0.4, -0.1], [-0.9, 0.8, 0.2], [-0.1, -0.5, 0.2], [0.2, 0.2, 0.0], [-0.1, -0.3, -0.3], [-0.5, -0.1, -0.1], [-0.3, -0.1, 0.4], [0.4, 0.2, -0.6], [-1.1, -0.3, 0.9], [1.6, 0.2, -0.5], [-0.3, 0.0, -0.2], [-0.2, 0.0, 0.3], [-0.2, 0.1, 0.2], [-0.5, -0.1, -0.1], [0.2, -0.1, 0.1], [0.1, 0.1, 0.0], [-1.0, -0.7, -0.2], [0.2, 1.4, 0.0], [0.4, -0.7, -0.6], [0.1, -0.8, 0.3], [0.0, 0.4, 0.5], [0.0, 0.3, 0.1], [0.2, 0.1, 0.0], [0.4, 0.3, 0.8], [-0.2, -0.6, -1.9], [1.5, 0.2, 1.2], [-0.8, 0.6, -0.5], [-0.3, -0.2, 0.1], [-0.4, -0.3, 0.1], [-0.4, -0.3, 0.5], [0.1, 0.1, -0.3]]}

***

Entry 2:
{"formula": "C2H5N5", "method": "ωB97M-V/def2-TZVPD", "smiles": "NN1N=CCN=N1", "e_above_lowest_kj_mol": 471.8, "multiplicity": 1, "e_lumo_ha": 0.0324, "species": ["N", "N", "N", "C", "C", "N", "N", "H", "H", "H", "H", "H"], "xyz": [[-0.2029, 2.2653, -0.8279], [-0.0552, 0.8873, -0.7156], [-0.6197, 0.4366, 0.3978], [-0.4125, -0.7867, 0.7473], [0.6901, -1.5913, 0.1136], [1.6832, -0.5951, -0.3899], [1.2561, 0.4652, -0.8220], [-0.8050, 2.5307, -1.6069], [0.7857, 2.7156, -0.9428], [-0.8279, -1.2928, 1.6112], [1.1450, -2.2744, 0.6972], [0.1374, -2.1518, -0.7367]], "forces_ev_per_a": [[2.5, 2.0, -0.4], [0.6, -1.4, -0.3], [-2.6, -2.2, 2.3], [1.6, 0.5, 0.1], [-3.4, 2.5, -3.9], [-0.8, -1.1, -0.2], [1.8, 1.7, -1.0], [0.4, -0.5, 0.0], [-2.5, -1.2, 0.2], [-0.6, 1.0, 0.3], [1.5, -2.1, 2.1], [1.4, 0.8, 0.7]]}

***

Entry 3:
{"formula": "C2H2LiO2Tb", "method": "ωB97M-V/def2-TZVPD", "e_above_lowest_kj_mol": 0.0, "total_charge": 2, "multiplicity": 7, "e_lumo_ha": [-0.4073, -0.3277], "species": ["O", "C", "C", "O", "Li", "Tb", "H", "H"], "xyz": [[-0.0640, 0.4874, 0.8439], [0.0901, -0.8291, 1.2271], [0.4621, -1.7099, 0.2680], [0.5627, -1.2906, -1.0106], [1.2751, 1.6045, 1.4426], [-0.5762, 0.4291, -1.2568], [0.2408, -1.0254, 2.2915], [0.8773, -2.6889, 0.5300]], "forces_ev_per_a": [[0.6, -2.2, 2.0], [0.3, 3.9, 1.5], [1.8, -1.2, -4.5], [0.5, -2.7, 3.9], [0.2, 0.4, 0.6], [-2.3, 2.1, -3.1], [-0.6, -0.2, -0.2], [-0.5, 0.0, -0.2]]}

***

Entry 4:
{"formula": "C4H12N3", "method": "ωB97M-V/def2-TZVPD", "e_above_lowest_kj_mol": 286.8, "total_charge": 1, "multiplicity": 1, "e_lumo_ha": -0.1301, "species": ["C", "C", "C", "C", "N", "N", "N", "H", "H", "H", "H", "H", "H", "H", "H", "H", "H", "H", "H"], "xyz": [[0.3464, -0.6381, -1.3384], [0.1341, -2.1624, -1.4742], [1.2385, 0.6136, 2.3879], [0.9088, 0.1676, 1.0237], [0.5557, -0.3898, 0.0792], [-1.1766, 1.8000, 0.9475], [-0.6724, 0.1990, -1.7128], [1.3795, -0.4154, -1.8198], [0.1563, -2.6117, -0.4750], [-0.8487, -2.3809, -1.8648], [0.8549, -2.6909, -2.0761], [0.5837, 1.5343, 2.4205], [2.2202, 0.9573, 2.4486], [0.8997, -0.2507, 2.9608], [-1.1422, 2.2165, 0.0772], [-1.9447, 1.2134, 0.8549], [-0.5601, 0.5819, -2.5564], [-1.6089, -0.1655, -1.5468], [-1.3241, 2.4220, 1.6641]], "forces_ev_per_a": [[2.5, -2.1, -0.6], [-0.4, -0.2, 0.9], [-2.9, 0.7, -2.0], [-0.3, -1.0, -0.3], [1.9, 1.3, 1.6], [1.6, -1.7, 0.0], [-1.9, -0.5, 2.7], [-1.9, 0.2, 0.7], [0.1, -0.1, -0.2], [-0.3, 0.1, -0.3], [0.3, 0.2, -0.3], [0.5, -1.2, 0.7], [1.8, -0.1, 0.4], [0.3, 0.5, 0.7], [0.5, 1.6, -2.0], [-1.7, -1.4, 0.4], [0.3, 1.9, -3.9], [0.4, 0.1, -0.3], [-0.7, 2.0, 1.7]]}